[1]
Formula: C44H38AsF3N3O2Pd
Source: the OMol25 dataset
Level of theory: wB97M-V/def2-TZVPD

```
92
Properties=species:S:1:pos:R:3:forces:R:3
Pd -1.27905 0.07610 0.37916 -0.1915 0.3418 0.1941
F -0.58591 9.04618 -2.46957 -0.0032 0.0020 -0.0098
C -0.89024 8.75462 -1.19683 0.0070 0.0021 0.0137
F 0.09612 9.25912 -0.42633 -0.0020 -0.0022 -0.0081
F -2.00722 9.43422 -0.88454 0.0001 0.0043 -0.0003
C -1.05399 7.27924 -0.96855 -0.0005 -0.0031 -0.0099
C -1.29672 6.83270 0.32508 0.0097 0.0023 0.0187
C -1.42656 5.48016 0.57197 0.0196 0.0137 -0.0022
C -1.31447 4.55842 -0.47268 0.0502 0.0035 0.0608
C -1.09524 5.02178 -1.76911 -0.0115 -0.0189 -0.0020
C -0.96448 6.37837 -2.01733 0.0021 0.0057 0.0014
C -1.37528 3.15137 -0.19971 -0.1220 -0.0264 -0.1941
C -1.37566 1.95712 -0.00690 0.0284 -0.1323 0.1745
H -1.37389 7.54551 1.13620 -0.0027 -0.0014 -0.0016
H -1.59918 5.12003 1.57726 -0.0038 0.0062 0.0001
H -1.01308 4.30954 -2.57942 0.0016 -0.0011 0.0085
H -0.78464 6.73386 -3.02237 -0.0039 0.0007 0.0017
C -0.77336 -6.63049 0.93838 -0.0002 0.0135 0.0093
N -1.46078 -5.36787 0.70291 -0.0223 0.0165 -0.0370
N -0.67288 -4.25954 0.40802 -0.0456 -0.1933 0.0092
C -1.30190 -3.12289 0.86309 -0.0070 -0.0646 -0.0339
O -0.83908 -2.00224 0.58385 -0.0532 0.3582 -0.0356
C -2.45193 -3.56585 1.58050 -0.0504 -0.0013 0.0875
C -2.48758 -4.92525 1.48431 0.0304 0.0431 -0.0201
C -3.42846 -5.88235 2.12515 0.0087 -0.0019 -0.0029
C 0.20872 -4.29261 -0.71324 0.0066 0.0101 -0.0211
C -0.20318 -4.86817 -1.90736 -0.0104 0.0108 0.0410
C 0.66941 -4.88868 -2.98492 0.0439 0.0150 -0.0319
C 1.93094 -4.31975 -2.87353 -0.0455 -0.0502 0.0463
C 2.32579 -3.73365 -1.67912 -0.0001 -0.0886 0.0819
C 1.46827 -3.72753 -0.58987 0.0322 0.0131 0.0084
H -0.03767 -6.78373 0.15357 -0.0069 -0.0014 -0.0163
H -1.50169 -7.43548 0.88844 -0.0035 0.0031 0.0145
H -0.27549 -6.63905 1.91084 0.0150 0.0036 -0.0085
H -3.16100 -2.94253 2.09770 0.0059 0.0356 -0.0411
H -4.23006 -5.33206 2.61164 -0.0018 -0.0049 -0.0046
H -2.91879 -6.48403 2.87990 -0.0035 0.0001 0.0027
H -3.86276 -6.56044 1.39018 0.0010 -0.0001 -0.0013
H -1.19524 -5.29448 -1.98568 -0.0002 -0.0099 0.0032
H 0.35886 -5.34367 -3.91603 0.0011 -0.0079 -0.0011
H 2.60688 -4.33599 -3.71804 0.0041 -0.0041 -0.0046
H 3.30859 -3.29001 -1.58751 -0.0416 -0.0254 -0.0005
H 1.76384 -3.28894 0.35387 0.0021 0.0225 -0.0029
O 0.54568 0.43044 1.15783 0.1902 -0.4386 -0.1286
As 1.94181 0.84099 0.31944 -0.0948 0.2486 0.0349
C 3.38629 0.32983 1.45288 -0.0256 -0.0125 0.0631
C 4.58012 1.04155 1.45307 0.0182 -0.0332 -0.0234
C 5.62157 0.62096 2.26853 0.0051 0.0128 -0.0047
C 5.46213 -0.49528 3.07744 -0.0126 -0.0131 0.0041
C 4.26069 -1.19334 3.08562 0.0281 0.0217 0.0038
C 3.21639 -0.78084 2.27338 -0.0626 0.0144 -0.0005
C 2.18415 -0.03200 -1.36875 0.0105 -0.0161 0.0049
C 3.48422 -0.32738 -1.76895 -0.0032 -0.0116 0.0208
C 3.70726 -0.89959 -3.01246 -0.0109 0.0190 -0.0489
C 2.63466 -1.18575 -3.84497 0.0045 0.0910 -0.0037
C 1.33938 -0.88982 -3.44303 -0.0154 0.0529 0.0003
C 1.10950 -0.30314 -2.20726 0.0148 -0.0056 -0.0577
C 2.06630 2.72520 0.03330 -0.0114 0.0079 -0.0146
C 2.24313 3.24608 -1.24155 0.0275 -0.0039 -0.0214
C 2.32260 4.62256 -1.41184 -0.0010 -0.0195 0.0117
C 2.22595 5.46394 -0.31461 -0.0027 0.0090 0.0157
C 2.04631 4.93741 0.95965 -0.0031 0.0111 -0.0174
C 1.96428 3.56673 1.13843 0.0110 -0.0345 -0.0001
H 4.69717 1.92024 0.82947 -0.0011 0.0115 0.0067
H 6.55366 1.16987 2.27761 0.0010 -0.0018 -0.0011
H 6.27537 -0.81722 3.71444 -0.0001 0.0011 -0.0008
H 4.13688 -2.05159 3.73271 -0.0022 0.0038 -0.0026
H 2.25865 -1.28818 2.29385 0.0239 -0.0294 -0.0200
H 4.32166 -0.11893 -1.11350 0.0012 -0.0039 -0.0101
H 4.71727 -1.12590 -3.32755 0.0105 0.0009 -0.0016
H 2.80858 -1.63838 -4.81241 0.0002 0.0045 -0.0096
H 0.50524 -1.10939 -4.09644 -0.0015 -0.0099 0.0033
H 0.10000 -0.05214 -1.90519 -0.0258 -0.0125 0.0340
H 2.31743 2.58791 -2.09891 -0.0059 0.0002 -0.0059
H 2.45446 5.03627 -2.40283 0.0045 -0.0022 -0.0040
H 2.28259 6.53622 -0.45184 -0.0009 0.0002 0.0119
H 1.96666 5.59790 1.81303 -0.0037 0.0014 -0.0052
H 1.81456 3.15399 2.12936 -0.0078 -0.0012 -0.0022
N -3.33799 0.07365 -0.08158 0.2169 0.0318 -0.1286
C -4.24590 -0.66455 0.76367 0.0537 -0.0410 0.0408
C -4.23193 -0.42002 2.12967 0.0075 0.0028 0.0099
C -5.10426 -1.11232 2.95425 0.0158 -0.0212 -0.0014
C -5.97336 -2.05604 2.41964 -0.0012 -0.0073 -0.0126
C -5.97619 -2.29525 1.05335 0.0014 -0.0011 0.0093
C -5.11614 -1.59353 0.21922 0.0636 -0.0470 0.0041
H -3.49719 -0.14099 -1.06097 0.0194 -0.0755 0.0127
H -3.50060 1.07486 0.01836 -0.0564 -0.0053 -0.0481
H -3.53550 0.30271 2.53871 -0.0090 0.0026 -0.0032
H -5.10063 -0.91857 4.01851 -0.0026 0.0040 0.0005
H -6.65267 -2.59508 3.06622 -0.0015 0.0017 0.0004
H -6.65708 -3.02112 0.62909 -0.0017 0.0008 0.0009
H -5.12315 -1.77407 -0.84949 -0.0017 0.0035 -0.0023
```
Forces are in eV/Å.

Summary:
HOMO energy   -10.49 eV
Net charge   +1
Orbital gap   8.5 eV



[2]
Formula: C44H38N7OPtS3
Source: the OMol25 dataset
Level of theory: wB97M-V/def2-TZVPD

```
94
Properties=species:S:1:pos:R:3:forces:R:3
Pt 0.04455 -0.57442 -1.37506 -0.1561 -0.0316 -0.1347
S -5.03543 -2.20959 1.23217 -0.0345 0.0819 0.0109
C -6.29793 -2.98490 2.07702 -0.0182 -0.0444 0.0201
C -5.99529 -4.28134 2.35947 0.0226 0.0225 -0.0208
C -4.71310 -4.65187 1.88035 -0.0415 0.0251 -0.0183
C -4.06644 -3.63113 1.24056 0.1107 -0.0988 0.0021
C -2.72891 -3.64732 0.63836 -0.0361 0.0465 -0.0478
C -2.30653 -2.58785 -0.19023 -0.0187 -0.0584 -0.1715
N -1.11076 -2.51833 -0.72711 0.1434 0.1290 0.2536
C -0.22136 -3.49988 -0.48567 0.0412 0.0636 -0.0854
C -0.55255 -4.62708 0.26893 -0.0070 -0.1268 0.0348
C 0.42284 -5.67295 0.43470 -0.0321 0.0534 -0.0261
C 1.64510 -5.56814 -0.12327 -0.0152 0.0748 -0.0458
C 2.02370 -4.39639 -0.87197 0.0691 -0.1331 0.0248
C 3.30177 -4.23642 -1.42463 -0.0218 0.0161 0.0294
C 3.62274 -3.08268 -2.10567 0.0246 0.0316 -0.0157
C 2.63207 -2.08516 -2.18168 -0.0378 0.0420 -0.0313
N 1.42997 -2.20703 -1.66267 -0.0392 0.1221 0.1181
C 1.10441 -3.35926 -1.03001 -0.1030 0.0450 -0.0097
C 4.94333 -2.86775 -2.70801 -0.0889 -0.1241 0.0736
C 5.90610 -3.80670 -2.95771 0.0360 0.0408 -0.0506
C 7.07339 -3.25738 -3.54556 -0.0415 0.0179 0.0110
C 6.97345 -1.91233 -3.73030 0.0355 -0.0319 -0.0029
S 5.47342 -1.30601 -3.19304 0.0202 0.0825 -0.0105
C -1.83097 -4.67411 0.84411 0.0262 -0.0153 0.0149
H -7.19869 -2.44600 2.31877 -0.0138 0.0136 0.0042
H -6.66125 -4.94921 2.88383 -0.0105 -0.0053 0.0075
H -4.29947 -5.64274 1.99561 0.0040 -0.0161 -0.0023
H -2.98336 -1.77691 -0.44250 0.0035 0.0220 0.0630
H 0.15013 -6.54921 1.00853 -0.0009 -0.0021 0.0098
H 2.37402 -6.35983 -0.00813 0.0087 -0.0046 0.0020
H 4.03430 -5.02232 -1.29243 0.0134 -0.0024 -0.0002
H 2.83669 -1.14255 -2.67407 0.0477 -0.0202 0.0151
H 5.78452 -4.85970 -2.75104 -0.0122 -0.0174 0.0022
H 7.94087 -3.83581 -3.82354 0.0146 -0.0051 -0.0053
H 7.70464 -1.24517 -4.15550 0.0073 0.0131 -0.0056
H -2.09368 -5.52133 1.46497 -0.0102 0.0006 0.0096
N 1.36994 2.82077 -0.43544 -0.0181 -0.0751 0.0609
C 0.98976 2.53479 -1.68539 -0.0163 0.0824 0.1506
S 1.61432 1.18226 -2.49969 -0.0920 -0.0441 -0.0855
N 0.09797 3.33183 -2.29873 0.0770 -0.0573 -0.1557
C -0.58197 4.47816 -1.81495 -0.1056 -0.0496 0.0517
C 0.02525 5.43603 -1.01194 0.0100 0.0561 -0.0356
C -0.71987 6.51815 -0.55983 0.0264 0.0257 0.0219
C -2.04997 6.66450 -0.91756 0.0004 -0.0363 -0.0270
C -2.63849 5.72326 -1.75327 -0.0133 0.0262 0.0078
C -1.91220 4.63363 -2.19976 -0.0026 -0.0070 0.0719
H 1.94253 2.12985 0.02400 -0.0145 -0.0064 -0.0291
H 0.82779 3.45017 0.13731 0.0142 0.0204 -0.0213
H -0.21722 2.96862 -3.18607 0.0533 0.0194 -0.0131
H 1.07887 5.37947 -0.77539 0.0073 -0.0520 -0.0061
H -0.24111 7.26375 0.06104 -0.0005 0.0015 0.0044
H -2.61910 7.51350 -0.56542 -0.0042 0.0064 0.0040
H -3.67157 5.83263 -2.05517 -0.0063 0.0064 -0.0026
H -2.37878 3.88756 -2.83195 -0.0037 -0.0357 -0.0239
N 2.03154 -0.45583 0.97925 0.0536 -0.1567 0.1430
C 2.48022 0.35443 1.67128 0.0154 0.0460 -0.0424
N 3.00482 1.36078 2.37448 0.0250 0.0093 0.0163
C 4.33111 1.11778 2.97455 0.0048 0.0338 -0.0328
C 4.17429 0.45740 4.33226 0.0157 -0.0318 0.0265
O 3.34073 1.23502 5.17295 0.0248 0.0028 0.0177
C 2.04159 1.36863 4.63225 -0.0282 0.0097 0.0197
C 2.09165 2.07072 3.28748 -0.0402 0.0400 -0.0448
H 4.81698 2.08886 3.07991 0.0018 -0.0080 0.0180
H 4.91753 0.50493 2.29221 0.0128 -0.0081 0.0075
H 5.13682 0.37037 4.83378 -0.0002 0.0072 -0.0089
H 3.74935 -0.54929 4.21379 0.0035 0.0081 -0.0179
H 1.45685 1.94552 5.34825 0.0017 0.0011 -0.0138
H 1.57824 0.37828 4.51867 -0.0040 -0.0065 -0.0191
H 2.48132 3.08369 3.40601 -0.0015 -0.0130 0.0227
H 1.10251 2.11913 2.83157 -0.0014 0.0117 0.0060
C -4.45690 1.61140 -3.55531 -0.0118 0.0113 0.0143
C -3.18108 1.26440 -3.98946 0.0314 -0.0099 -0.0068
C -2.18964 0.96726 -3.07484 -0.0264 0.0339 -0.0394
C -2.45288 1.03409 -1.69594 0.0830 -0.0179 0.0088
C -3.74973 1.36320 -1.26624 -0.0525 0.0153 -0.0128
C -4.73594 1.64638 -2.19371 0.0172 -0.0042 -0.0157
N -1.42858 0.70649 -0.81592 0.0503 -0.0287 -0.1021
C -1.52059 1.16012 0.51432 0.0198 -0.0496 -0.0273
C -1.17254 0.29381 1.55198 0.0215 0.0017 0.0688
C -1.28458 0.70982 2.86826 0.0162 -0.0046 0.0017
C -1.68947 2.00466 3.16801 -0.0155 0.0180 -0.0056
C -1.98588 2.88661 2.13536 -0.0095 -0.0276 -0.0010
C -1.91963 2.46730 0.81635 0.0206 0.0218 0.0206
H -5.23270 1.83607 -4.27458 -0.0081 -0.0011 -0.0024
H -2.96151 1.21635 -5.04787 -0.0094 0.0051 -0.0079
H -1.19261 0.68313 -3.39363 -0.0273 -0.0034 -0.0051
H -3.99018 1.36572 -0.21229 0.0189 -0.0064 0.0084
H -5.73462 1.88243 -1.85111 -0.0058 0.0078 -0.0048
H -0.82108 -0.70168 1.31500 -0.0090 0.0164 -0.0123
H -1.04879 0.01512 3.66407 -0.0012 -0.0049 0.0213
H -1.77487 2.32639 4.19761 0.0077 -0.0025 0.0099
H -2.28846 3.90272 2.35351 -0.0001 -0.0003 0.0117
H -2.16583 3.15569 0.01843 0.0049 -0.0040 -0.0151
```
Forces are in eV/Å.

Summary:
Expectation value of S²   2.04
HOMO energy (alpha / beta)   -8.47 / -10.17 eV
Multiplicity   3
Net charge   +1
Orbital gap (alpha / beta)   5.7 / 6.1 eV



[3]
Formula: C44H39AsINOPS5Ta
Source: the OMol25 dataset
Level of theory: wB97M-V/def2-TZVPD

```
94
Properties=species:S:1:pos:R:3:forces:R:3
Ta 0.12471 -0.06389 -0.24710 -0.3540 -0.5033 -0.7170
I -2.15664 1.08150 -1.74372 -0.1617 0.1067 -0.0866
C -2.79843 2.88374 -0.91203 0.0792 0.0228 0.0096
C -2.78427 3.94624 -1.76921 0.0059 0.0123 -0.0100
C -3.41095 5.14972 -1.39396 -0.0097 -0.0015 0.0208
C -4.08904 5.20231 -0.21378 0.0092 -0.0122 -0.0097
C -4.11793 4.09745 0.67351 -0.0009 0.0119 -0.0045
C -4.90702 4.16072 1.84391 -0.0091 -0.0086 0.0079
C -4.98262 3.09158 2.68486 0.0094 0.0082 -0.0133
C -4.17427 1.96902 2.44455 -0.0064 0.0098 -0.0072
C -3.34851 1.86863 1.34696 0.0276 -0.0148 0.0110
P -2.11216 0.48998 1.51415 0.0545 0.0601 0.0682
C -1.59281 0.84453 3.22034 -0.0181 -0.0182 0.0064
C -0.80061 1.97976 3.39156 0.0128 -0.0048 0.0093
C -0.43126 2.38866 4.66203 -0.0037 -0.0030 -0.0001
C -0.84776 1.66352 5.77130 -0.0002 0.0004 -0.0009
C -1.64543 0.54066 5.60656 0.0057 0.0045 -0.0032
C -2.02348 0.13286 4.33492 -0.0059 -0.0264 0.0137
C -3.16806 -0.98821 1.52691 -0.0374 0.0347 -0.0520
C -2.76054 -2.15217 2.17876 0.0395 -0.0268 -0.0152
C -3.54481 -3.29257 2.12936 0.0029 -0.0055 -0.0013
C -4.73193 -3.29135 1.40809 -0.0033 0.0060 0.0000
C -5.13847 -2.14192 0.74747 0.0003 -0.0055 0.0074
C -4.36467 -0.99129 0.81084 0.0086 -0.0268 0.0152
C -3.38852 2.91057 0.37484 0.0161 -0.0167 0.0103
H -2.32482 3.86349 -2.74495 -0.0008 -0.0026 -0.0002
H -3.38984 5.99595 -2.06581 0.0007 0.0028 0.0031
H -4.63557 6.09404 0.06543 0.0005 0.0027 -0.0045
H -5.46533 5.06653 2.04336 0.0007 -0.0002 0.0048
H -5.61299 3.11680 3.56275 -0.0043 0.0001 -0.0020
H -4.17627 1.18058 3.18556 0.0049 -0.0079 0.0037
H -0.47623 2.55227 2.52858 -0.0013 0.0028 -0.0013
H 0.18012 3.27220 4.78782 0.0001 0.0002 -0.0005
H -0.55755 1.98007 6.76415 0.0006 -0.0004 0.0009
H -1.98231 -0.01843 6.46925 -0.0014 0.0033 0.0022
H -2.66095 -0.73464 4.22444 0.0076 0.0459 0.0233
H -1.83401 -2.16751 2.73931 0.0358 -0.0115 -0.0313
H -3.22911 -4.18283 2.65718 -0.0018 -0.0020 -0.0049
H -5.34335 -4.18299 1.37074 -0.0010 0.0002 -0.0010
H -6.06831 -2.13204 0.19458 -0.0015 -0.0010 0.0015
H -4.71032 -0.09219 0.31665 0.0072 0.0074 -0.0046
S 1.01053 2.07611 -0.62934 0.0397 0.3210 -0.1268
C 2.77448 2.19299 -0.42394 -0.0003 -0.0170 0.0114
C 3.32231 3.42607 -0.09805 0.0009 -0.0054 -0.0024
C 4.69919 3.53764 0.03896 0.0025 -0.0031 -0.0016
C 5.51751 2.43286 -0.15028 -0.0042 0.0027 0.0006
C 4.96279 1.20241 -0.47749 0.0063 -0.0130 -0.0028
C 3.58808 1.08177 -0.62146 -0.0270 0.0084 0.0171
As 2.72317 -0.58538 -1.03900 0.0407 0.0479 0.1453
C 3.90917 -1.87830 -0.21840 -0.0024 0.0005 0.0038
C 4.10959 -1.82164 1.16002 0.0378 0.0322 0.0268
C 5.00372 -2.68882 1.76693 -0.0098 0.0089 0.0007
C 5.70534 -3.61338 1.00591 0.0014 -0.0083 -0.0049
C 5.52115 -3.65971 -0.36691 -0.0001 -0.0054 -0.0058
C 4.62881 -2.79218 -0.98323 -0.0696 0.0022 0.0555
C 3.02311 -0.82542 -2.93485 -0.0466 0.0398 -0.0051
C 3.67414 0.14835 -3.68405 0.0035 0.0190 -0.0064
C 3.91442 -0.06240 -5.03678 -0.0267 -0.0089 -0.0093
C 3.50652 -1.24220 -5.64259 -0.0203 0.0024 0.0086
C 2.84797 -2.21422 -4.89717 0.0061 0.0088 0.0052
C 2.59998 -2.00355 -3.54878 0.0019 -0.0126 0.0240
H 2.68144 4.28469 0.05238 -0.0001 0.0024 -0.0028
H 5.13286 4.49347 0.29997 -0.0020 0.0005 0.0009
H 6.58900 2.52675 -0.03802 0.0007 0.0003 0.0010
H 5.60002 0.33632 -0.61186 0.0004 0.0011 0.0014
H 3.59161 -1.08766 1.76239 0.0343 -0.0154 -0.0182
H 5.15759 -2.63533 2.83652 0.0005 0.0029 0.0032
H 6.40487 -4.28748 1.48164 0.0008 -0.0012 -0.0011
H 6.08035 -4.36450 -0.96752 -0.0023 -0.0001 -0.0010
H 4.52106 -2.83041 -2.05588 -0.0350 0.0058 -0.0907
H 4.01052 1.06606 -3.21726 0.0042 -0.0146 -0.0049
H 4.43412 0.69182 -5.61287 -0.0023 -0.0035 0.0023
H 3.71300 -1.41202 -6.69108 0.0029 -0.0010 0.0009
H 2.55234 -3.14678 -5.36185 0.0118 -0.0070 -0.0039
H 2.10855 -2.77713 -2.96585 0.0244 -0.0131 0.0165
S 1.32931 0.17706 1.79238 0.2064 0.1029 0.4595
S 0.87496 -1.35654 3.11702 -0.0444 0.0026 0.0050
S 1.03592 -2.99211 1.91809 -0.0090 -0.0030 0.0247
S -0.04103 -2.38490 0.29979 0.1141 -0.1659 0.0097
C 0.03611 0.30255 -4.61230 0.0430 -0.0203 0.0045
N -0.43406 -1.06495 -4.39020 0.0127 0.0052 0.0348
C -0.75864 -1.82535 -5.59978 -0.0322 0.0050 0.0053
C -0.46834 -1.61327 -3.19827 -0.0448 -0.0433 -0.0324
C -0.86113 -3.04607 -3.04220 0.0019 -0.0382 -0.0216
O -0.18562 -0.91789 -2.16725 0.0367 0.1276 0.2585
H 0.79503 0.27756 -5.39200 0.0455 0.0043 -0.0131
H 0.47054 0.70725 -3.70523 0.0114 0.0096 0.0373
H -0.79488 0.92810 -4.93853 0.0035 -0.0084 -0.0078
H -1.01923 -1.11664 -6.38091 -0.0071 -0.0030 -0.0018
H -1.60781 -2.48164 -5.43398 0.0050 -0.0008 0.0001
H 0.10317 -2.40806 -5.92653 0.0079 0.0094 -0.0009
H -0.34819 -3.66827 -3.77445 -0.0188 -0.0241 0.0063
H -1.93603 -3.15798 -3.20064 -0.0067 0.0005 -0.0027
H -0.62055 -3.38599 -2.03932 -0.0040 0.0195 -0.0507
```
Forces are in eV/Å.

Summary:
HOMO energy   -12.76 eV
Net charge   +2
Orbital gap   6.2 eV



Short version: electronic energy = -4677.272723, -3471.742157, -6752.510620 hartree, in the order given.
Short version: molar mass = 879.143, 972.115, 1171.885 g mol⁻¹, in the order given.
Short version: energy above the lowest of the compared OMol25 structures with the same formula, charge and spin = 0.00, 0.00, 6.91 kcal/mol, in the order given.